[1]
{
  "formula": "B4CaF8H8NO3",
  "method": "the ωB97M-V functional and the def2-TZVPD basis",
  "total_energy_ha": -1861.460326,
  "de_lowest_kcal_mol": 85.6,
  "charge": -3,
  "homo_lumo_gap_ev": 7.04,
  "symbols": ["F", "H", "H", "B", "B", "F", "F", "B", "O", "F", "H", "H", "F", "O", "H", "H", "H", "H", "Ca", "F", "B", "F", "N", "F", "O"],
  "coordinates": [[0.618, -0.567, -2.415], [2.193, 0.452, 0.636], [-1.633, 0.438, -1.189], [-0.758, -2.518, 0.676], [2.406, -0.586, 0.431], [-1.881, -3.308, 0.778], [0.805, 1.589, -2.004], [-1.900, 1.147, -0.421], [0.126, 1.426, 2.002], [-0.785, -1.339, 1.376], [1.793, -1.162, 1.107], [3.461, -0.787, 0.533], [-0.540, 0.837, -3.681], [-0.205, 1.585, 4.093], [-1.109, 1.880, -0.365], [2.123, -0.808, -0.587], [-2.871, 1.558, -0.648], [-1.972, 0.629, 0.522], [0.274, 0.186, -0.164], [0.385, -3.327, 0.831], [0.646, 0.669, -2.972], [1.784, 0.641, -3.705], [-0.593, 1.643, 2.979], [-0.589, -1.997, -0.586], [-1.779, 1.719, 2.772]]
}

[2]
{
  "formula": "B4F16Fe",
  "method": "the ωB97M-V functional and the def2-TZVPD basis",
  "total_energy_ha": -2961.969673,
  "s_squared": 8.755,
  "de_lowest_kcal_mol": 0.0,
  "charge": -1,
  "homo_lumo_gap_ev": [13.26, 8.71],
  "multiplicity": 6,
  "symbols": ["F", "F", "F", "F", "F", "F", "F", "B", "F", "F", "F", "F", "F", "B", "B", "F", "F", "Fe", "B", "F", "F"],
  "coordinates": [[1.201, 1.477, -0.277], [0.813, 0.127, -1.852], [0.945, -0.324, 1.928], [1.704, -2.384, 2.197], [-1.061, 1.448, 1.186], [-2.986, 2.088, 0.514], [-0.975, -1.604, -1.181], [1.798, -1.285, 1.441], [1.203, 2.267, -2.425], [3.060, -0.740, 1.483], [-1.416, -0.959, 0.852], [-2.939, -2.198, -0.254], [-1.002, -3.078, 0.492], [-1.699, 1.976, 0.088], [1.548, 1.278, -1.603], [1.411, -1.482, 0.151], [-1.575, 1.084, -0.988], [-0.030, 0.020, 0.013], [-1.648, -2.002, 0.005], [2.887, 1.054, -1.680], [-1.239, 3.238, -0.091]]
}

[3]
{
  "formula": "B4F16Zn",
  "method": "the ωB97M-V functional and the def2-TZVPD basis",
  "total_energy_ha": -3477.684322,
  "de_lowest_kcal_mol": 34.1,
  "charge": -2,
  "homo_lumo_gap_ev": 11.48,
  "symbols": ["Zn", "B", "F", "B", "B", "F", "F", "F", "F", "F", "F", "F", "F", "F", "F", "F", "B", "F", "F", "F", "F"],
  "coordinates": [[-0.241, -0.254, -0.005], [-2.736, -0.041, -0.386], [-3.171, 1.173, 0.156], [1.659, 1.841, -1.453], [-0.021, 0.371, 2.526], [2.966, 1.447, -1.737], [0.140, -0.944, 2.022], [1.985, -2.872, -1.475], [1.218, 1.160, -0.257], [-0.755, 0.180, 3.701], [-3.684, -0.874, -0.992], [1.144, 1.059, 2.873], [1.498, 3.218, -1.250], [-2.106, -0.767, 0.637], [0.737, 1.520, -2.478], [0.530, -1.175, -1.589], [1.108, -2.104, -0.691], [0.118, -2.764, 0.041], [-1.731, 0.171, -1.359], [-0.577, 1.125, 1.449], [1.918, -1.470, 0.266]]
}

[4]
{
  "formula": "B4H2O7",
  "method": "the ωB97M-V functional and the def2-TZVPD basis",
  "total_energy_ha": -627.764315,
  "de_lowest_kcal_mol": 17.3,
  "charge": 0,
  "homo_lumo_gap_ev": 10.28,
  "symbols": ["O", "O", "B", "O", "O", "O", "B", "H", "H", "O", "O", "B", "B"],
  "coordinates": [[-0.620, 1.970, 2.481], [-0.499, 0.196, -1.554], [-0.748, 0.943, 1.537], [-1.272, -1.330, 0.151], [1.253, -1.070, -0.395], [-1.607, 1.087, 0.441], [0.161, -1.177, 0.625], [0.080, 1.689, 3.060], [2.213, -1.098, -3.147], [1.527, -0.548, -2.771], [0.093, -0.179, 1.672], [0.810, -0.426, -1.592], [-1.393, -0.058, -0.507]]
}

[5]
{
  "formula": "BCdH24O14P",
  "method": "the ωB97M-V functional and the def2-TZVPD basis",
  "total_energy_ha": -1601.833156,
  "de_lowest_kcal_mol": 0.0,
  "charge": -2,
  "homo_lumo_gap_ev": 4.96,
  "symbols": ["H", "O", "H", "H", "O", "H", "O", "H", "H", "Cd", "H", "H", "H", "H", "B", "H", "H", "O", "O", "O", "O", "H", "O", "H", "H", "O", "H", "H", "H", "H", "H", "P", "H", "O", "H", "H", "O", "O", "O", "O", "H"],
  "coordinates": [[1.031, 1.413, -1.199], [0.245, 0.148, 3.348], [2.486, 4.304, -0.097], [0.083, 0.869, -3.221], [-0.258, -1.860, 1.677], [-3.463, -0.500, -1.637], [3.201, 3.690, 0.084], [2.490, 0.391, -1.587], [1.358, 1.302, 2.272], [-1.197, -1.061, 0.000], [0.199, -3.308, -0.851], [-3.023, -0.346, 1.898], [-1.359, 2.373, -0.929], [-0.451, 1.484, 0.145], [0.129, 0.798, -0.665], [2.616, -1.104, 0.603], [-0.390, -0.125, 4.016], [-2.200, -2.387, 3.244], [1.865, 1.751, 1.570], [-0.901, -4.342, 2.380], [-2.703, -1.087, -1.608], [0.589, -0.167, -0.159], [3.392, 0.056, -1.689], [2.791, 3.019, 0.660], [0.443, 1.899, -4.272], [-2.134, -2.844, 0.663], [-2.277, 3.382, -0.251], [-0.612, 0.439, -1.527], [0.795, -2.378, -1.931], [1.324, 1.613, 0.778], [0.150, -0.580, 2.670], [-1.375, -2.943, 2.069], [1.429, -2.029, 0.915], [-2.486, 0.189, 1.288], [-2.782, 1.098, 1.369], [-2.947, -1.871, -2.106], [0.092, -2.451, -1.282], [2.383, -2.035, 0.674], [0.207, 0.973, -4.175], [-2.017, 3.068, -1.121], [3.276, -0.840, -2.015]]
}

[6]
{
  "formula": "BF4H18O9",
  "method": "the ωB97M-V functional and the def2-TZVPD basis",
  "total_energy_ha": -1112.633891,
  "de_lowest_kcal_mol": 2.3,
  "charge": -1,
  "homo_lumo_gap_ev": 10.70,
  "symbols": ["O", "F", "O", "H", "H", "H", "B", "H", "O", "F", "H", "O", "H", "H", "O", "H", "H", "H", "H", "H", "F", "H", "H", "F", "H", "O", "H", "H", "O", "O", "O", "H"],
  "coordinates": [[2.809, 0.732, -2.708], [-0.028, 0.880, -1.631], [-3.274, 2.688, 0.079], [-0.107, -1.452, 2.502], [2.379, -1.201, 2.139], [1.954, -1.449, -0.492], [-0.175, 0.168, -0.430], [-2.045, -3.271, -2.783], [3.357, 0.601, 1.649], [-0.358, -1.180, -0.801], [-1.670, -2.274, -1.686], [2.889, -1.282, -0.659], [-4.101, 2.200, 0.028], [-2.097, 0.089, 3.241], [-1.058, -1.479, 2.267], [3.101, -0.524, -0.100], [3.595, 1.191, 2.371], [-2.598, 2.003, 0.195], [-0.461, 2.711, -4.168], [-1.115, 2.026, -2.972], [0.940, 0.275, 0.401], [2.347, -0.109, -2.610], [2.217, 1.281, -3.230], [-1.317, 0.448, 0.385], [-3.485, 0.616, 3.609], [-2.549, 0.793, 3.737], [-1.176, -0.702, 1.678], [2.435, 0.826, 1.436], [-2.431, -2.706, -2.108], [1.731, -1.791, 2.567], [-1.312, 2.404, -3.843], [1.603, -2.509, 1.936]]
}

[7]
{
  "formula": "BF4H22O11",
  "method": "the ωB97M-V functional and the def2-TZVPD basis",
  "total_energy_ha": -1264.860841,
  "de_lowest_kcal_mol": 419.6,
  "charge": -1,
  "homo_lumo_gap_ev": 10.14,
  "symbols": ["H", "H", "H", "O", "O", "H", "H", "H", "H", "H", "F", "H", "H", "H", "H", "O", "H", "O", "O", "O", "H", "O", "O", "H", "H", "H", "H", "O", "O", "H", "F", "H", "F", "O", "H", "H", "F", "B"],
  "coordinates": [[-6.743, -6.783, -23.205], [-4.905, -11.485, -23.384], [-7.297, -10.523, -24.171], [-8.239, -11.248, -21.155], [-9.792, -7.584, -21.904], [-8.637, -9.971, -26.063], [-9.062, -8.897, -23.761], [-9.373, -6.947, -21.326], [-5.691, -8.098, -25.489], [-6.017, -11.027, -22.466], [-7.702, -9.157, -24.338], [-6.076, -8.857, -24.238], [-8.444, -10.970, -25.053], [-4.909, -10.503, -21.095], [-7.861, -10.446, -21.515], [-7.923, -9.472, -26.460], [-10.659, -10.579, -21.737], [-5.534, -9.842, -20.797], [-6.814, -6.080, -23.850], [-9.625, -8.670, -24.502], [-7.563, -6.817, -21.173], [-7.656, -11.292, -24.614], [-6.680, -7.156, -21.030], [-9.204, -10.686, -22.142], [-7.382, -5.431, -23.435], [-6.123, -9.716, -21.541], [-7.499, -11.702, -20.752], [-5.499, -8.898, -25.000], [-5.315, -11.672, -22.539], [-9.065, -8.027, -22.340], [-6.702, -10.277, -22.610], [-6.510, -7.711, -21.791], [-8.365, -8.712, -22.355], [-10.062, -10.413, -22.467], [-7.983, -8.606, -26.056], [-10.412, -8.302, -24.101], [-6.391, -8.036, -22.971], [-7.235, -9.077, -23.084]]
}

[8]
{
  "formula": "BF4InNO3",
  "method": "the ωB97M-V functional and the def2-TZVPD basis",
  "total_energy_ha": -894.447258,
  "de_lowest_kcal_mol": 0.0,
  "charge": 1,
  "homo_lumo_gap_ev": 4.90,
  "symbols": ["N", "F", "B", "F", "O", "O", "O", "F", "F", "In"],
  "coordinates": [[-2.884, -2.729, -10.702], [0.310, -1.847, -8.293], [0.045, -1.668, -9.625], [-0.944, -0.777, -9.807], [-3.211, -2.839, -9.535], [-3.243, -3.502, -11.634], [-2.091, -1.795, -10.943], [1.051, -1.222, -10.340], [-0.286, -2.784, -10.327], [-0.535, -1.263, -11.913]]
}

[9]
{
  "formula": "BF4KO4S",
  "method": "the ωB97M-V functional and the def2-TZVPD basis",
  "total_energy_ha": -1723.647730,
  "de_lowest_kcal_mol": 52.1,
  "charge": -2,
  "homo_lumo_gap_ev": 2.40,
  "symbols": ["K", "F", "B", "S", "F", "F", "F", "O", "O", "O", "O"],
  "coordinates": [[-1.993, 1.091, 0.822], [-2.157, -1.397, -0.205], [-1.025, -1.573, -1.027], [1.412, 1.406, 0.914], [-0.052, -2.006, -0.263], [-0.639, -0.336, -1.523], [-1.257, -2.408, -1.992], [2.449, 1.466, 1.917], [0.742, 0.079, 0.852], [2.101, 1.179, -0.376], [0.419, 2.500, 0.880]]
}

[10]
{
  "formula": "BH20NO6",
  "method": "the ωB97M-V functional and the def2-TZVPD basis",
  "total_energy_ha": -542.774520,
  "de_lowest_kcal_mol": 55.0,
  "charge": 0,
  "homo_lumo_gap_ev": 6.11,
  "symbols": ["H", "O", "H", "H", "H", "H", "H", "H", "H", "O", "H", "O", "N", "H", "O", "H", "O", "H", "H", "H", "H", "H", "H", "H", "O", "H", "H", "B"],
  "coordinates": [[-33.312, -13.152, -20.577], [-29.884, -16.469, -18.982], [-33.155, -10.217, -21.916], [-30.673, -11.156, -18.977], [-30.989, -8.567, -22.316], [-31.895, -11.299, -18.131], [-31.311, -15.053, -24.079], [-32.201, -12.962, -21.624], [-29.078, -16.146, -19.061], [-29.656, -14.862, -20.853], [-31.057, -9.159, -24.228], [-31.296, -11.872, -18.623], [-32.497, -13.515, -20.826], [-29.658, -15.307, -21.681], [-31.529, -14.095, -23.943], [-34.562, -10.122, -22.367], [-35.215, -15.011, -21.151], [-35.068, -15.554, -21.939], [-29.418, -9.563, -23.159], [-31.181, -10.532, -22.787], [-29.172, -14.014, -20.847], [-29.941, -15.764, -19.555], [-35.633, -15.635, -20.538], [-31.841, -13.560, -20.246], [-33.937, -10.457, -21.676], [-32.528, -13.932, -23.702], [-32.890, -14.357, -21.242], [-30.609, -9.460, -23.215]]
}

[11]
{
  "formula": "BH20O8",
  "method": "the ωB97M-V functional and the def2-TZVPD basis",
  "total_energy_ha": -638.787300,
  "de_lowest_kcal_mol": 6.1,
  "charge": -1,
  "homo_lumo_gap_ev": 10.44,
  "symbols": ["H", "H", "H", "H", "H", "H", "O", "H", "H", "H", "H", "H", "H", "H", "H", "H", "H", "H", "O", "O", "O", "B", "O", "H", "O", "H", "O", "H", "O"],
  "coordinates": [[-0.400, 1.110, -0.828], [2.908, -2.010, -0.608], [1.556, -1.606, -1.197], [-1.292, -1.228, -2.958], [1.245, 0.700, 1.798], [-0.101, 1.797, -3.842], [2.173, 2.203, -0.393], [-3.218, -0.458, 2.768], [-1.729, 1.319, 2.143], [-0.849, -1.536, 0.952], [1.415, 1.584, -0.309], [-1.385, -1.234, -1.437], [0.817, 0.344, 0.420], [-1.122, 1.406, 0.748], [-0.434, -2.995, 1.114], [0.192, 1.633, -2.351], [-1.968, -1.316, 2.517], [1.776, 3.045, -0.631], [-1.835, -1.562, -2.239], [-2.292, -0.532, 3.012], [-1.463, 1.962, 1.469], [0.051, 0.074, -0.421], [1.904, 0.431, 2.454], [-0.873, -0.552, -0.025], [-1.077, -2.357, 1.441], [2.741, 0.506, 1.986], [2.183, -2.357, -1.135], [0.602, -0.495, -1.304], [0.474, 2.122, -3.144]]
}

[12]
{
  "formula": "BH2NO5",
  "method": "the ωB97M-V functional and the def2-TZVPD basis",
  "total_energy_ha": -456.959035,
  "de_lowest_kcal_mol": 36.0,
  "charge": 0,
  "homo_lumo_gap_ev": [8.42, 9.52],
  "symbols": ["O", "B", "O", "O", "O", "O", "N", "H", "H"],
  "coordinates": [[-0.345, -0.686, 0.216], [0.801, -0.015, -0.093], [1.988, -0.733, -0.203], [-2.210, 1.167, -0.068], [-2.894, -0.941, 0.233], [0.911, 1.295, -0.210], [-2.272, 0.031, 0.129], [2.184, -1.619, 0.258], [1.836, 1.500, -0.262]]
}

[13]
{
  "formula": "BH30O13",
  "method": "the ωB97M-V functional and the def2-TZVPD basis",
  "total_energy_ha": -1020.995984,
  "de_lowest_kcal_mol": 4.3,
  "charge": -1,
  "homo_lumo_gap_ev": 9.59,
  "symbols": ["H", "H", "O", "H", "H", "H", "O", "H", "H", "O", "H", "H", "H", "H", "H", "H", "H", "O", "H", "O", "H", "B", "H", "H", "H", "H", "O", "O", "H", "H", "H", "O", "H", "H", "H", "O", "H", "H", "O", "H", "O", "O", "H", "O"],
  "coordinates": [[4.418, -24.799, 1.075], [3.260, -20.982, -2.039], [4.788, -24.713, -1.969], [8.451, -22.254, -2.083], [11.787, -20.306, -0.853], [9.671, -19.811, -2.067], [7.768, -24.294, 2.115], [6.073, -21.263, -4.417], [5.330, -24.939, -0.067], [4.422, -22.156, 0.679], [7.894, -23.771, -0.905], [9.091, -23.483, -3.998], [7.049, -24.338, 1.477], [8.553, -18.884, -1.941], [9.417, -20.641, 0.051], [6.078, -20.315, -2.514], [8.405, -24.800, 1.675], [5.351, -24.757, 0.850], [10.123, -23.594, -1.495], [5.348, -25.134, -5.094], [11.482, -23.554, -2.035], [7.614, -23.107, -1.888], [4.176, -24.760, -2.681], [6.093, -24.569, -5.345], [10.806, -21.573, -1.192], [9.423, -22.304, -4.815], [3.528, -21.888, -2.107], [10.940, -20.613, -1.197], [3.825, -22.185, -1.260], [7.554, -23.830, -2.897], [7.399, -21.626, -3.672], [8.689, -20.862, 0.599], [5.204, -20.525, -1.254], [5.609, -24.293, -2.216], [5.657, -25.915, -4.608], [5.738, -19.908, -1.722], [4.786, -23.040, 0.682], [6.605, -22.538, -1.607], [9.229, -19.099, -2.528], [5.038, -21.702, 1.243], [6.933, -20.989, -4.246], [9.509, -23.238, -4.818], [8.118, -21.351, 0.063], [10.969, -23.310, -1.244]]
}

[14]
{
  "formula": "BH3O",
  "method": "the ωB97M-V functional and the def2-TZVPD basis",
  "total_energy_ha": -101.784796,
  "de_lowest_kcal_mol": 68.5,
  "charge": 0,
  "homo_lumo_gap_ev": 9.39,
  "symbols": ["H", "H", "B", "O", "H"],
  "coordinates": [[-1.711, 0.279, -0.708], [1.008, 0.395, 0.087], [-0.050, 0.023, 0.180], [-0.910, 0.780, -0.494], [-0.070, -2.068, 0.337]]
}

[15]
{
  "formula": "BH3O",
  "method": "the ωB97M-V functional and the def2-TZVPD basis",
  "smiles": "BO",
  "total_energy_ha": -101.885786,
  "de_lowest_kcal_mol": 5.2,
  "charge": 0,
  "homo_lumo_gap_ev": 11.48,
  "symbols": ["H", "B", "H", "O", "H"],
  "coordinates": [[0.536, -1.401, -0.132], [0.314, -0.302, 0.043], [-1.047, 1.047, -0.247], [-0.963, 0.024, 0.033], [1.160, 0.632, 0.303]]
}

[16]
{
  "formula": "BH4Na3",
  "method": "the ωB97M-V functional and the def2-TZVPD basis",
  "total_energy_ha": -513.230545,
  "charge": 2,
  "homo_lumo_gap_ev": 11.68,
  "symbols": ["H", "Na", "Na", "H", "H", "H", "Na", "B"],
  "coordinates": [[-0.993, 0.810, 0.773], [1.389, -0.723, 0.095], [-0.502, -1.401, -0.951], [-0.547, -0.168, -0.559], [0.754, 0.717, 0.258], [-0.082, -0.655, 1.030], [0.167, 1.214, -1.033], [-0.187, 0.206, 0.387]]
}

[17]
{
  "formula": "BH4O2P",
  "method": "the ωB97M-V functional and the def2-TZVPD basis",
  "smiles": "BP(O)O",
  "total_energy_ha": -519.051467,
  "charge": 0,
  "homo_lumo_gap_ev": 7.74,
  "symbols": ["B", "H", "O", "H", "P", "H", "O", "H"],
  "coordinates": [[1.231, -0.022, 0.086], [2.089, 0.273, 0.851], [-1.014, 1.413, 0.400], [-0.963, -1.842, -0.311], [-0.556, -0.087, 0.861], [1.467, -0.269, -1.057], [-1.382, -0.970, -0.275], [-0.873, 1.503, -0.554]]
}